Entry from the Open Molecules 2025 dataset: a cluster of 12 separate species, C42H108O36S10 in total at a distorted geometry (ωB97M-V with the def2-TZVPD basis set).

The geometry in XYZ format:
```
196
Properties=species:S:1:pos:R:3:forces:R:3:lowdin_charge:R:1
C 6.866777 4.721398 -2.531288 -0.6180 0.0806 -0.7933 -0.06
C 5.649875 5.565851 -2.978065 1.9730 0.1757 -0.6288 -0.27
O 5.040757 6.137795 -1.815593 -1.1771 -0.9549 0.3772 -0.26
S 3.603025 5.599529 -1.260811 -1.1259 -0.7111 -2.0294 0.66
C 2.520971 6.720176 -2.219709 0.3035 -0.4016 -0.7376 -0.09
O 3.316045 4.173788 -1.599840 1.1976 3.2046 0.5748 -0.32
O 3.507007 6.086340 0.069495 0.4268 -0.5185 0.5246 -0.27
H 6.552707 3.928653 -1.852304 0.2455 0.1289 0.1326 0.08
H 7.643651 5.376725 -2.137455 -0.3369 -0.0396 0.5823 0.08
H 7.365068 4.275989 -3.392349 -0.3052 -0.2390 -0.2088 0.08
H 6.070827 6.383259 -3.563509 0.0200 0.6001 0.4291 0.11
H 5.017157 5.155989 -3.765320 -0.7072 -0.7822 0.8575 0.11
H 1.732975 6.173841 -2.738057 -0.2606 -0.0790 0.6918 0.04
H 3.052501 7.182543 -3.051454 0.5053 -0.0945 0.2160 0.06
H 2.194959 7.527703 -1.564179 -0.2015 -0.4311 0.0739 0.08
C 1.998182 2.664130 3.233529 -0.5550 0.6833 0.5051 -0.04
C 2.224848 4.198071 3.296038 1.1098 -1.1008 -0.1288 -0.26
O 1.583189 4.707303 4.460909 0.2852 1.5900 1.7241 -0.28
S 1.976597 6.270960 4.964709 -1.3588 0.9673 -2.2107 0.71
C 0.740672 7.111492 3.874754 1.0053 -0.4245 0.4323 -0.10
O 1.520493 6.430653 6.336619 1.3509 -0.7761 -1.5705 -0.30
O 3.278269 6.672194 4.408216 -1.7568 -1.1846 1.7623 -0.31
H 2.436302 2.225550 2.336983 -0.0869 0.1423 -0.0196 0.07
H 0.945680 2.398604 3.332631 -0.1321 0.0780 -0.4481 0.06
H 2.445064 2.180237 4.102005 0.3304 0.2453 -0.0315 0.06
H 3.303931 4.290776 3.418852 0.0411 0.4298 -0.1354 0.12
H 1.916584 4.780969 2.428101 -0.1616 -0.3410 -0.2023 0.10
H 1.075956 6.818622 2.879807 -0.4679 -0.1926 -0.0697 0.05
H 0.814624 8.198670 3.900710 0.1836 -0.1114 0.4953 0.07
H -0.258574 6.779570 4.156590 0.1609 -0.0565 -0.2011 0.06
C -0.469315 0.269948 -4.338734 -1.0939 0.6518 -0.4724 -0.07
C 0.098885 -0.965447 -3.771411 2.1309 -0.3227 0.4459 -0.32
O -0.789704 -2.054642 -3.890083 -0.2035 -1.5914 1.3569 -0.25
S -0.670110 -3.206841 -2.684227 0.2939 -1.3441 -2.9634 0.68
C -1.866514 -4.348047 -3.493717 1.0865 0.3380 0.1642 -0.09
O 0.690421 -3.787345 -2.628494 -2.8319 1.6261 0.0828 -0.29
O -1.329979 -2.689016 -1.530587 0.3140 0.4082 0.7494 -0.29
H -1.295213 0.566206 -3.692027 0.1851 0.5282 0.2221 0.07
H -0.957623 0.175478 -5.308642 0.3367 -0.4691 -0.2647 0.08
H 0.299053 1.035923 -4.443560 -0.1489 0.1025 0.3367 0.09
H 1.059735 -1.257297 -4.195305 -0.0011 -0.0251 -0.6420 0.12
H 0.407301 -0.775465 -2.743366 -0.5502 0.0225 0.4235 0.10
H -1.411148 -4.742562 -4.402070 0.2521 -0.1651 0.3050 0.07
H -2.772854 -3.833012 -3.812147 0.1363 0.2883 0.5558 0.07
H -2.038761 -5.117640 -2.741293 -0.0685 -0.0305 -0.1819 0.05
C -4.393744 5.491755 -0.587255 0.4368 1.1152 1.1203 -0.06
C -3.056589 4.814622 -0.773067 -0.6802 0.5444 -0.6508 -0.29
O -2.614688 4.140463 0.387476 0.6217 0.1926 2.3113 -0.28
S -1.759574 5.019210 1.488869 -3.0062 -0.4897 1.5115 0.62
C -1.559671 3.745005 2.789308 -1.0442 0.4798 -0.8000 -0.08
O -0.492091 5.206181 0.931020 2.5477 0.9354 -1.1598 -0.28
O -2.525740 6.179896 1.975613 1.1833 -2.2243 -0.8858 -0.29
H -5.077515 4.926455 0.045969 -0.3087 -0.3521 -0.7327 0.09
H -4.751990 5.914781 -1.525773 -0.4012 -0.6085 -0.0546 0.07
H -4.202778 6.376718 0.019770 0.0060 0.1790 0.1126 0.07
H -3.167022 4.029043 -1.520573 0.4813 0.0668 -0.1654 0.12
H -2.344850 5.596670 -1.037508 0.2770 -0.3384 -0.5089 0.10
H -2.577796 3.454709 3.048635 0.1122 0.0015 0.3234 0.07
H -1.001453 4.186833 3.614699 -0.1577 0.1761 -0.0945 0.06
H -1.029080 2.869181 2.415804 -0.0003 0.2960 -0.3498 0.05
C -0.677305 -10.255185 0.388408 0.3537 0.8583 -0.9141 -0.03
C -0.666800 -9.059531 -0.627073 -2.3353 -0.5407 0.9842 -0.32
O 0.600015 -8.963025 -1.163339 2.6014 1.8451 -1.5565 -0.26
S 1.081092 -7.461986 -1.777007 0.7378 0.1173 1.0298 0.70
C 1.356445 -6.581620 -0.174087 0.0550 -0.8871 -1.8817 -0.10
O 2.403208 -7.678344 -2.363684 -2.4269 0.0080 0.6549 -0.29
O 0.004436 -6.792383 -2.488514 0.9735 -1.3333 0.4948 -0.30
H -1.565694 -10.351655 1.012555 -0.1716 0.3504 -0.2874 0.06
H 0.164853 -10.082350 1.058482 0.0543 -0.2364 0.0026 0.08
H -0.549272 -11.183465 -0.168371 0.1663 -0.0248 0.1452 0.07
H -1.359403 -9.162888 -1.462367 -0.3098 -0.4572 0.0810 0.12
H -0.993633 -8.137273 -0.146742 0.2092 0.1524 0.3593 0.10
H 2.126562 -7.233595 0.238167 -0.2518 0.2233 0.5819 0.07
H 0.406160 -6.491913 0.352222 0.3058 -0.0604 0.1488 0.04
H 1.781422 -5.627303 -0.485166 -0.1436 0.0771 0.0939 0.07
C 4.238556 1.858784 -3.838734 0.6892 -0.6917 0.0151 -0.05
C 3.914864 0.722840 -2.840008 -1.6538 2.1666 -1.1072 -0.29
O 5.016673 -0.123926 -2.724721 0.7592 -2.6241 0.2387 -0.24
S 4.785780 -1.718612 -2.230078 2.6705 0.1484 1.4272 0.67
C 5.560133 -1.580618 -0.547605 -0.6476 0.6168 -1.1185 -0.09
O 3.395666 -1.977934 -2.110582 -0.6867 -0.0169 -0.4503 -0.29
O 5.680768 -2.620389 -2.941553 -1.3970 1.7541 0.2845 -0.28
H 4.677014 1.356661 -4.701128 0.2869 0.2042 -0.1190 0.08
H 4.934845 2.585921 -3.420926 0.0202 -0.0518 -0.0990 0.05
H 3.363184 2.379702 -4.226655 -0.2136 -0.0784 0.4756 0.08
H 3.625021 1.192932 -1.900272 0.1076 -0.4085 0.2376 0.10
H 3.040469 0.275156 -3.312353 0.0157 -0.7336 0.5053 0.11
H 5.037940 -0.844575 0.063666 -0.1163 0.0954 -0.2383 0.04
H 6.554324 -1.214025 -0.803146 0.0718 -0.2935 0.3650 0.06
H 5.528850 -2.529271 -0.011711 0.1666 -0.1018 -0.5013 0.07
C -5.421907 -1.727122 -1.775452 0.8294 -0.3121 -1.0809 -0.05
C -4.915559 -1.681404 -0.354083 -2.1513 -1.3726 0.3959 -0.31
O -5.098303 -0.340197 0.091551 1.9780 1.4895 1.0112 -0.25
S -3.892080 0.239476 1.066615 -0.6539 -1.3593 -1.4003 0.66
C -2.454188 0.385820 -0.147494 -0.9733 -0.5350 1.5699 -0.05
O -4.304739 1.548856 1.476393 0.2674 -0.4976 -0.1286 -0.28
O -3.679814 -0.812103 2.057279 0.4297 1.1970 -0.9706 -0.31
H -5.679964 -2.712793 -2.162708 0.3787 -0.3604 0.4759 0.08
H -4.558592 -1.388352 -2.348190 -0.2177 0.1783 -0.6116 0.07
H -6.295247 -1.144856 -2.069269 0.1269 0.4660 0.7592 0.08
H -5.533129 -2.293525 0.303202 -0.2183 -0.0646 0.0296 0.11
H -3.941360 -2.155746 -0.235668 0.4621 0.7527 -0.2556 0.10
H -2.634264 1.201275 -0.847990 -0.0523 0.0471 0.4095 0.07
H -2.282611 -0.557081 -0.666731 -0.1947 -0.0694 0.1235 0.04
H -1.632659 0.526245 0.554983 0.2705 0.3066 -0.3695 0.05
C -4.912979 -8.995150 1.209293 0.9675 -0.5599 1.5173 -0.06
C -5.033408 -7.488595 1.410059 -2.4565 -1.4399 -0.2806 -0.32
O -3.776910 -6.888855 1.452464 1.2985 2.2010 -1.5107 -0.25
S -3.549462 -5.346416 0.823620 0.7810 0.5923 -0.1672 0.73
C -3.453358 -4.343432 2.363441 -0.8056 -0.7551 -1.0936 -0.07
O -2.182660 -5.295205 0.256394 -2.9859 -0.6246 0.5725 -0.32
O -4.759492 -4.934489 0.061181 2.7432 -1.1601 1.5223 -0.31
H -3.986684 -9.209504 0.676243 -0.1676 -0.0863 -0.2372 0.07
H -5.764943 -9.499360 0.753204 -0.0006 0.4901 -0.2740 0.08
H -4.819810 -9.450669 2.195159 0.2605 -0.3107 0.0042 0.07
H -5.740890 -7.302729 0.601971 0.6364 1.6341 -0.3195 0.11
H -5.558235 -7.251483 2.335494 -0.0488 -0.0458 0.0918 0.12
H -3.624732 -3.324087 2.017519 -0.0646 0.0508 0.1812 0.04
H -2.503183 -4.422620 2.891644 -0.0597 -0.3366 -0.3473 0.06
H -4.295688 -4.734883 2.933823 0.0796 0.3855 0.2793 0.07
C -0.337608 -4.759551 6.548960 -0.8275 -0.4005 0.1059 -0.05
C 0.316041 -4.918836 5.185760 -0.5541 2.9116 0.1162 -0.34
O 1.075350 -6.061223 5.198969 1.3850 -3.4388 -1.3063 -0.25
S 1.469240 -6.761604 3.748852 0.6858 0.3559 -1.3588 0.71
C 2.485157 -5.348170 3.055188 -1.3298 -1.7779 0.7024 -0.07
O 2.428187 -7.851058 3.975410 -2.2233 1.7553 0.2062 -0.30
O 0.266278 -6.968314 2.908988 2.1321 0.3858 2.0245 -0.32
H -1.097971 -3.979409 6.585326 0.0734 0.1601 -0.3862 0.08
H 0.311459 -4.567777 7.403376 0.4807 -0.0690 -0.3745 0.08
H -0.868149 -5.685301 6.771695 -0.0373 -0.0921 0.0572 0.08
H -0.358330 -4.819591 4.335187 -0.5717 -0.7152 0.1691 0.11
H 0.970339 -4.075034 4.966695 0.3103 0.3186 0.3431 0.10
H 1.805008 -4.496982 3.023921 0.3845 0.1706 -0.1666 0.04
H 2.800917 -5.719335 2.080179 0.0494 0.2994 0.0799 0.05
H 3.298799 -5.294121 3.778490 -0.0168 0.3265 -0.2425 0.07
C 1.536494 -0.998399 6.860526 0.1216 0.3350 0.1807 -0.06
C 3.012565 -0.856366 6.423765 -1.2786 1.0913 0.5841 -0.25
O 2.904547 -0.749035 4.981530 2.3610 0.0703 -1.3728 -0.28
S 4.288363 -0.235793 4.153164 -0.0109 -2.0979 -0.4745 0.64
C 5.521592 -1.604366 4.567358 -1.2775 1.4800 0.1755 -0.08
O 4.067213 -0.342803 2.720325 -0.5125 -0.2111 1.6532 -0.31
O 4.708575 1.024117 4.656622 0.0651 0.2509 0.6779 -0.27
H 1.368553 -0.926637 7.935116 0.5143 -0.4514 0.1713 0.08
H 1.077064 -1.907302 6.472038 0.1862 -0.0936 0.0790 0.05
H 0.922799 -0.166442 6.515084 0.3121 0.1046 -0.5126 0.08
H 3.455864 0.059436 6.814778 -0.2346 0.3095 -0.0820 0.11
H 3.664833 -1.627028 6.834510 -0.1622 -0.6357 -0.7154 0.11
H 6.458742 -1.310747 4.094451 -0.2717 -0.2198 -0.3382 0.07
H 5.022584 -2.501574 4.201134 0.4445 0.0146 -0.0713 0.06
H 5.701250 -1.633648 5.642055 -0.2457 -0.0108 -0.0513 0.06
C -0.063666 2.791189 -1.723026 -0.5070 -0.5394 0.1653 -0.11
O 0.486283 1.522245 -1.491802 0.7644 -1.2526 0.1480 -0.20
C 1.402379 1.440042 -0.371211 -1.2032 0.6637 -0.3607 -0.16
C 1.840450 0.002084 -0.076151 -1.6393 1.3595 -1.1963 -0.17
O 0.764587 -0.684575 0.555832 0.5144 -0.2004 0.2908 -0.14
C 0.965566 -2.104588 0.529113 0.4022 0.4099 0.2340 -0.17
C -0.031912 -2.831912 1.427798 0.0919 0.5563 -1.2647 -0.17
O 0.138285 -2.559771 2.810087 -0.2698 -3.2498 -2.0285 -0.18
C -0.209511 -1.311481 3.185302 1.1654 2.1784 2.9187 -0.14
H 0.690408 3.510328 -2.042883 0.0292 0.2438 0.2211 0.08
H -0.644574 3.094907 -0.852165 0.3048 0.5542 0.2577 0.07
H -0.811344 2.656500 -2.504636 0.1550 0.0510 -0.3204 0.08
H 0.867459 1.871171 0.475006 -0.0393 -0.1030 0.4983 0.11
H 2.215592 2.137673 -0.571436 0.4536 -0.2384 0.0201 0.10
H 2.758902 0.116255 0.499617 0.1071 -0.7526 0.2493 0.11
H 1.944694 -0.452979 -1.061115 0.8019 -0.1999 0.0883 0.09
H 1.974449 -2.353515 0.858219 0.3487 0.1815 0.6065 0.13
H 1.009588 -2.454653 -0.502203 -0.6773 -0.1590 -0.1029 0.09
H 0.091533 -3.884625 1.173510 0.0905 -0.2763 0.6450 0.11
H -1.054118 -2.605122 1.124863 -0.1707 0.2628 -0.0310 0.11
H -1.174322 -0.834655 3.012441 -0.2878 -0.6213 -1.0228 0.09
H 0.632837 -0.655694 2.965112 -0.3720 0.6222 -0.1935 0.09
H -0.181163 -1.436256 4.267774 -0.1365 0.5719 0.4587 0.08
C -3.591834 3.248019 -5.883118 -0.6190 -0.5331 -0.0508 -0.12
O -3.234723 4.159256 -6.901061 -0.6770 0.1108 0.2305 -0.17
C -4.238066 5.147799 -7.192440 1.2958 0.9648 -0.2645 -0.17
C -4.537133 6.065034 -5.994512 -0.7728 -1.3015 -0.1341 -0.22
O -3.402664 6.697544 -5.487513 0.3715 0.0040 -0.6839 -0.12
C -3.652894 7.499951 -4.365468 -0.2579 -0.0749 0.2441 -0.20
C -2.363685 8.022738 -3.781017 0.2456 -1.0255 0.1740 -0.17
O -1.653854 7.041465 -2.999344 -0.2282 -0.4269 0.2102 -0.19
C -1.044062 5.948345 -3.721603 0.0138 1.2560 -0.7405 -0.07
H -2.984162 2.343544 -5.910763 0.4329 0.3003 -0.3023 0.08
H -4.607663 2.880990 -6.029669 -0.3385 0.0493 -0.0787 0.09
H -3.553499 3.629276 -4.862688 0.2144 0.4295 0.0465 0.07
H -5.153069 4.778269 -7.655390 -0.3361 -0.6705 0.6368 0.12
H -3.807140 5.685430 -8.037042 0.2991 0.3782 0.2274 0.12
H -4.992350 5.384957 -5.274547 0.2493 -0.2423 0.7926 0.11
H -5.389685 6.727834 -6.142674 0.1719 0.5948 -0.7259 0.13
H -4.212989 6.911134 -3.639044 0.0543 -0.1088 0.4349 0.12
H -4.295260 8.348720 -4.600094 -0.1360 0.2611 -0.3624 0.13
H -2.599848 8.860906 -3.125420 0.1269 -0.1964 0.2518 0.13
H -1.743208 8.411996 -4.588229 0.2349 -0.0646 -0.1780 0.13
H -0.460563 6.449151 -4.494143 0.2666 -0.3824 -0.4060 0.09
H -1.726896 5.258567 -4.217622 -0.3694 0.2058 0.1184 0.07
H -0.357946 5.349102 -3.123061 -0.2616 0.4274 0.5997 0.06
```
Forces are in eV/Å.

Summary:
Orbital gap, eV: 9.507
SMILES string: CCOS(C)(=O)=O.CCOS(C)(=O)=O.CCOS(C)(=O)=O.CCOS(C)(=O)=O.CCOS(C)(=O)=O.CCOS(C)(=O)=O.CCOS(C)(=O)=O.CCOS(C)(=O)=O.CCOS(C)(=O)=O.CCOS(C)(=O)=O.COCCOCCOC.COCCOCCOC
Relative energy (zero: lowest compared OMol25 entry of this formula, charge and spin), kcal per mole: 72.28
Maximum force, eV Å⁻¹: 3.93